Here is a structure of composition C38H25BrF6N6O7S4Zr from the Open Molecules 2025 dataset. Energies are from wB97M-V/def2-TZVPD.

Output
Largest force on an atom   0.01042 hartree/bohr
Energy   -194059.709 eV
Lowest unoccupied orbital energy   -0.3 eV
Kohn-Sham gap   7.20 eV

The geometry in XYZ format:
```
88
Properties=species:S:1:pos:R:3:forces:R:3
Zr 0.133693 -0.285886 0.459779 0.15 0.33 -0.40
Br -1.435946 4.636041 -5.294892 -0.01 -0.01 0.00
C -1.277564 3.231058 -4.027136 0.04 0.03 0.02
C -2.141081 2.146798 -4.086102 -0.01 -0.01 -0.01
C -2.016646 1.127057 -3.161970 -0.01 0.00 0.02
C -1.031590 1.176680 -2.168788 0.05 0.02 0.05
O -0.920550 0.181306 -1.299274 0.00 -0.20 0.10
C -0.174476 2.276649 -2.122909 0.02 -0.03 -0.01
C 0.877203 2.362894 -1.059619 -0.04 0.06 0.08
N 1.407935 1.117369 -0.596925 0.09 0.02 0.04
C 2.777684 0.993327 -0.605026 -0.13 -0.03 0.03
C 3.681501 1.730603 -1.351449 0.06 0.02 -0.04
C 5.068965 1.519831 -1.244342 -0.02 -0.01 0.00
C 5.593739 0.586065 -0.398733 0.00 0.03 -0.02
C 4.709442 -0.205923 0.367967 -0.02 -0.01 0.00
C 5.151365 -1.167625 1.299140 0.02 -0.01 0.01
C 4.241217 -1.868149 2.033783 0.06 -0.02 0.01
C 2.875051 -1.649237 1.811984 0.00 0.04 -0.02
N 2.419696 -0.785039 0.928512 -0.03 -0.08 0.04
C 3.319026 -0.025887 0.235410 -0.03 -0.04 0.01
C -0.301813 3.300748 -3.053977 -0.04 -0.01 -0.03
H -2.904787 2.103953 -4.850615 0.00 -0.01 0.00
H -2.679742 0.273281 -3.180459 -0.02 0.02 -0.04
H 1.675333 3.009278 -1.416307 -0.02 0.01 -0.07
H 3.341894 2.474411 -2.057917 0.00 0.00 0.01
H 5.729074 2.125265 -1.852601 0.00 0.00 0.00
H 6.661956 0.442841 -0.305950 0.00 -0.01 0.01
H 6.214956 -1.324102 1.433979 0.00 0.01 -0.01
H 4.547354 -2.589412 2.777991 -0.02 0.00 0.00
H 2.145856 -2.196924 2.385316 0.00 0.00 0.01
H 0.360096 4.157288 -3.006882 0.00 0.00 0.00
S 0.258533 3.511688 0.299200 0.08 0.00 -0.04
C -1.306613 2.830160 0.707061 -0.05 -0.07 0.05
C -2.341358 3.750427 0.896980 0.08 0.01 -0.03
C -3.601376 3.308528 1.229024 -0.03 0.03 0.01
C -3.811911 1.944739 1.360555 -0.04 0.02 0.00
C -2.744113 1.097625 1.178192 0.04 -0.03 -0.02
N -1.502741 1.509757 0.868628 0.02 0.19 0.12
H -2.129036 4.798536 0.741946 -0.02 0.01 0.00
H -4.413020 4.011973 1.363396 0.01 0.01 0.00
H -4.784777 1.539830 1.600259 0.01 -0.03 0.00
H -2.873890 0.033655 1.297300 0.00 -0.02 -0.01
F 1.036931 -0.539154 -3.333290 -0.04 -0.05 0.02
C 0.436141 -1.672886 -3.656887 -0.01 -0.01 -0.07
F -0.622006 -1.423471 -4.413972 0.06 0.00 0.02
F 1.292664 -2.428054 -4.338473 -0.04 0.04 0.00
S -0.067812 -2.627320 -2.124057 0.08 0.04 0.11
O 0.644074 -1.955403 -1.024784 -0.03 0.03 -0.07
O 0.347523 -3.968936 -2.373895 0.02 0.04 0.03
N -1.620778 -2.492478 -2.075905 -0.05 0.08 0.13
S -2.516952 -1.952713 -0.917867 -0.10 0.03 -0.09
O -3.591742 -1.119602 -1.343091 0.10 -0.09 0.00
O -1.787703 -1.566447 0.297902 -0.02 -0.13 0.10
C -3.330105 -3.495421 -0.334011 0.05 -0.06 0.08
F -4.080731 -4.021646 -1.289694 -0.01 0.01 -0.02
F -4.097688 -3.203927 0.717156 0.00 -0.01 -0.03
F -2.412465 -4.386428 0.042235 -0.03 0.01 -0.01
O 1.049330 1.276212 2.062595 -0.03 -0.09 0.08
S 0.546246 0.694943 3.315504 0.13 -0.09 0.01
O 1.514713 0.338182 4.310929 -0.05 0.00 0.04
N -0.304072 -0.503927 2.735176 -0.20 -0.02 -0.22
C -0.633862 -1.638735 3.486270 0.04 0.01 -0.03
C -1.112422 -1.633858 4.770838 0.01 0.03 -0.03
C -1.422112 -2.843161 5.427457 0.00 0.01 0.01
C -1.241967 -4.044653 4.808493 0.01 -0.02 -0.03
C -0.708580 -4.086373 3.498205 0.00 -0.01 0.00
C -0.411217 -5.292735 2.824205 0.00 0.03 0.01
C 0.185074 -5.240656 1.601291 -0.01 -0.07 0.03
C 0.459546 -3.985264 1.025255 0.03 0.06 -0.04
N 0.156919 -2.841237 1.590783 0.00 -0.08 0.07
C -0.408044 -2.882429 2.832666 -0.02 0.06 -0.03
C -0.509100 1.921398 4.021954 -0.09 -0.01 -0.01
C -1.867564 1.699625 4.172802 0.06 0.07 0.04
C -2.657301 2.702364 4.720007 0.01 0.00 0.00
C -2.085529 3.907047 5.097839 -0.04 0.00 0.00
C -0.721682 4.120049 4.934651 0.05 0.00 -0.01
C 0.076491 3.125726 4.396618 -0.03 -0.03 -0.01
H -1.239454 -0.693625 5.290312 -0.02 -0.02 0.04
H -1.805321 -2.806677 6.438743 0.00 0.01 0.00
H -1.478634 -4.975114 5.308599 0.00 0.01 0.01
H -0.643172 -6.237881 3.300105 0.01 0.00 -0.01
H 0.448220 -6.137447 1.058152 0.00 0.01 -0.01
H 0.950098 -3.943263 0.063284 0.00 0.01 0.00
H -2.301930 0.761566 3.855924 -0.01 0.00 0.00
H -3.720753 2.541626 4.840883 0.00 0.00 0.00
H -2.705819 4.687014 5.520150 0.01 0.00 0.00
H -0.279648 5.063421 5.226364 -0.01 0.00 0.00
H 1.139774 3.272116 4.258425 0.00 0.03 0.01
```
Positions in Å, forces in eV/Å.